Record 1
{"formula": "C29H46P2SeY", "method": "wB97M-V/def2-TZVPD", "total_charge": 1, "homo_energy_ev": -7.94, "e_tot_ha": -4254.673838, "relative_energy_kcal_mol": 135.5, "elements": ["Y", "Se", "P", "P", "C", "C", "C", "C", "C", "C", "C", "C", "C", "C", "C", "C", "C", "C", "C", "C", "C", "C", "C", "C", "C", "C", "C", "C", "C", "C", "C", "C", "C", "H", "H", "H", "H", "H", "H", "H", "H", "H", "H", "H", "H", "H", "H", "H", "H", "H", "H", "H", "H", "H", "H", "H", "H", "H", "H", "H", "H", "H", "H", "H", "H", "H", "H", "H", "H", "H", "H", "H", "H", "H", "H", "H", "H", "H", "H"], "positions_angstrom": [[1.0314, -0.9913, 1.5813], [3.0854, 0.7967, 2.1849], [1.2255, -0.6319, -3.8585], [-0.8228, 1.5246, -4.5972], [-0.8658, 3.2475, -5.1074], [-2.5654, -0.2869, -2.5757], [-2.2321, -0.1521, 2.7290], [1.0428, -4.1298, 2.2128], [-1.0906, -1.0950, 2.8961], [1.7563, 3.1372, 6.0580], [0.1885, 0.7395, -1.4555], [-1.8437, 0.5522, -5.7137], [-1.2525, -0.8607, -2.8721], [2.5535, 1.7422, 3.7373], [-0.0447, -0.9463, 3.8638], [1.5506, 2.7381, 3.6769], [-1.8637, 2.1900, -0.9837], [0.0848, -0.5106, -2.3786], [-1.7094, -2.8964, 1.1206], [0.6159, -1.9043, -5.0115], [2.7962, 2.1986, 6.1355], [0.8465, -2.0585, 3.7531], [3.2062, 1.5214, 4.9775], [-0.7176, 1.9084, -1.9125], [-0.0523, -0.0392, 5.0343], [3.0274, -0.7115, -4.0072], [0.8863, 0.9586, -4.7033], [-0.8828, -2.3468, 2.2257], [0.3323, -2.9355, 2.7430], [-2.9437, -0.1052, -1.0824], [1.1529, 3.4244, 4.8275], [-2.8250, 1.3241, -0.6102], [2.0341, -2.2693, 4.6232], [-3.4941, 1.5748, 0.2259], [-3.1638, -0.5365, 3.1893], [0.4157, -4.6843, 1.4928], [3.3738, -1.7333, -3.8069], [1.1085, 2.9669, 2.7032], [-1.1447, 1.6375, -2.9445], [-2.7625, 0.6620, -3.1059], [-2.7326, -2.4971, 1.1601], [-3.2990, -0.9824, -3.0249], [-0.9067, 3.2460, -6.2065], [1.9921, -3.8666, 1.6919], [-0.8511, 0.7053, 4.9676], [3.2976, -0.4370, -5.0420], [0.9046, 0.4876, 5.1016], [-0.1214, 0.4622, -0.4217], [1.3238, -2.7421, -4.9488], [1.2900, -4.8049, 3.0537], [0.5170, -1.3618, -1.8142], [3.3018, 2.0091, 7.0793], [-3.9893, -0.4556, -0.9209], [1.4357, 3.6627, 6.9593], [-1.6006, -0.5218, -5.6727], [2.9246, -1.7047, 4.2799], [-0.1932, -0.5793, 5.9890], [2.2985, -3.3424, 4.6660], [4.0535, 0.8321, 4.9985], [-0.1234, 2.8266, -2.0799], [1.8030, -1.9403, 5.6488], [-1.3272, -1.8655, -3.3063], [1.0974, 0.8183, -5.7791], [3.5188, -0.0154, -3.3151], [-1.9517, 3.2385, -0.6640], [-1.2982, -2.6387, 0.1257], [-2.4504, 0.0457, 1.6664], [-2.0087, 0.8155, 3.2051], [1.5551, 1.7395, -4.2975], [-0.3792, -2.2961, -4.7815], [0.5992, -1.5243, -6.0402], [1.2392, 1.0891, -1.3824], [-1.6244, 0.9438, -6.7210], [-1.7555, -3.9958, 1.1740], [0.3859, 4.1973, 4.7544], [0.0363, 3.7688, -4.7522], [-2.3328, -0.7776, -0.4519], [-2.9088, 0.6978, -5.4725], [-1.7572, 3.7442, -4.6913]]}

Record 2
{"formula": "C29H47F3N3O12P", "method": "wB97M-V/def2-TZVPD", "total_charge": 0, "homo_energy_ev": -8.39, "e_tot_ha": -2841.087108, "smiles": "CC(C)Cc1c([PH2]=N)ccc2nc(C(F)(F)F)cnc12.CCOC(=O)OC.CCOC(=O)OC.CCOC(=O)OC.CCOC(=O)OC", "elements": ["P", "F", "F", "F", "O", "O", "O", "O", "O", "O", "O", "O", "O", "O", "O", "O", "N", "N", "N", "C", "C", "C", "C", "C", "C", "C", "C", "C", "C", "C", "C", "C", "C", "C", "C", "C", "C", "C", "C", "C", "C", "C", "C", "C", "C", "C", "C", "C", "H", "H", "H", "H", "H", "H", "H", "H", "H", "H", "H", "H", "H", "H", "H", "H", "H", "H", "H", "H", "H", "H", "H", "H", "H", "H", "H", "H", "H", "H", "H", "H", "H", "H", "H", "H", "H", "H", "H", "H", "H", "H", "H", "H", "H", "H", "H"], "positions_angstrom": [[-1.8591, 2.3558, 1.4426], [7.0348, 0.6480, 0.4341], [6.9903, -0.8340, 2.2029], [6.7152, -1.5615, -0.0347], [-2.7236, -0.0950, -4.1751], [5.1780, -0.9925, -5.8243], [6.4713, -0.9641, -4.0750], [-2.6533, 1.6988, -2.9461], [-3.0772, 7.1799, 5.2096], [-3.4749, 1.8622, -5.0596], [-1.1224, 7.9144, 4.6015], [-3.1873, -6.9134, 3.5793], [-2.4348, 6.8924, 3.0477], [-1.3108, -6.9143, 2.4782], [-1.6210, -8.4751, 4.1051], [4.4924, -2.0750, -3.9429], [-2.4607, 1.9381, 2.8962], [2.4601, -1.1298, 0.4691], [4.5068, 1.0611, 1.5471], [-0.0214, -7.4673, 2.1867], [2.4844, 2.5815, 1.9932], [0.4960, 0.4756, 0.9154], [-1.7487, -0.9944, 1.2497], [-1.9954, -7.5261, 3.4590], [6.6821, -1.2636, -2.6960], [2.8086, -0.4791, -6.0298], [3.9593, -1.3583, -6.4827], [-4.3403, 6.6123, 4.8665], [-2.8094, 3.1111, -2.8187], [4.8384, -0.2182, 1.0133], [3.0771, 1.1943, 1.4876], [-0.1448, -8.7381, 1.3671], [6.4221, -0.5599, 0.9379], [-2.2270, 7.2816, 4.1728], [-1.6903, -2.5750, 1.6723], [-0.4951, -0.6254, 0.3078], [-0.1169, 8.1441, 3.6068], [3.8717, -1.3193, 0.4975], [-4.0595, -7.5301, 4.5244], [-0.4904, 9.3107, 2.7117], [-3.0042, -0.7662, -5.4100], [2.0526, 0.1615, 0.9523], [0.9835, 2.9313, 2.0023], [-0.0268, 1.8571, 1.4475], [-3.0073, 1.2177, -4.1525], [5.3007, -1.4186, -4.5558], [-3.1461, -0.8468, 0.4122], [-1.9352, -0.4729, -6.4459], [-4.0022, -0.5058, -5.7739], [-2.6299, 3.3755, -1.7755], [-3.0531, -0.1287, -0.4793], [-2.0706, 3.6241, -3.4387], [-2.7771, -2.9725, 1.7389], [-3.4780, -1.8607, -0.0413], [-2.7939, 2.7979, 3.3834], [5.9958, -0.6790, -2.0808], [-4.9311, -6.8856, 4.6462], [-3.0105, -1.8367, -5.1901], [6.5625, -2.3311, -2.4983], [0.8055, 8.3806, 4.1429], [1.9045, -0.7009, -6.6014], [-0.6466, -9.5269, 1.9323], [-1.1988, -3.1985, 0.8268], [4.1258, -1.2129, -7.5530], [-0.9207, -0.1708, -0.6722], [7.7036, -0.9788, -2.4418], [3.7411, -2.4194, -6.3315], [-4.8960, 6.4483, 5.7905], [-3.9943, -0.4204, 1.0740], [-0.7072, 10.1998, 3.3098], [3.2184, 3.3791, 2.3684], [-0.9428, -0.7070, -6.0509], [-4.2210, 5.6517, 4.3605], [-2.5487, 1.7440, 0.3480], [-1.9903, 3.8031, 1.3963], [-1.9271, 0.5850, -6.7185], [0.0096, -1.6018, 0.0031], [-4.9032, 7.3093, 4.2414], [0.5183, -6.7144, 1.6068], [2.5891, -0.6285, -4.9700], [-4.3936, -8.4984, 4.1447], [-0.7436, -8.5599, 0.4698], [-2.1043, -1.0586, -7.3521], [0.0703, 7.2345, 3.0285], [-1.7980, -0.4198, 2.2376], [0.3201, 9.5391, 2.0161], [0.8406, -9.1036, 1.0701], [0.6896, 3.9697, 2.3817], [3.0594, 0.5776, -6.1565], [-1.1909, -2.7432, 2.6856], [0.5456, -7.6333, 3.1072], [-3.8205, 3.4267, -3.0848], [-3.5759, -7.6442, 5.4970], [-1.3892, 9.0922, 2.1303], [4.3183, -2.3121, 0.1246]]}

no.,largest force on an atom (Eh/bohr)
1,0.0577
2,0.1211